{
  "formula": "C3H3Cl2NO3S",
  "method": "the ωB97M-V functional and the def2-TZVPD basis",
  "elements": ["C", "C", "C", "N", "O", "O", "O", "S", "Cl", "Cl", "H", "H", "H"],
  "coordinates": [[-0.792147, -0.255767, -1.078662], [-1.218952, 0.267357, 0.340541], [-0.223456, 1.056587, 1.086132], [0.450782, -0.742504, -1.111790], [-1.588824, -0.229444, -1.977883], [1.842840, -1.780522, 0.822267], [2.720261, 0.181518, -0.384400], [1.607394, -0.504034, 0.216428], [-1.615751, -1.194737, 1.286183], [0.255647, 2.560211, 0.499649], [-2.152379, 0.818567, 0.167259], [-0.086734, 0.879029, 2.142137], [0.801321, -1.056266, -2.007861]],
  "forces_ev_per_angstrom": [[-0.2, 0.6, 0.9], [-0.6, -0.4, -0.4], [2.2, -1.7, -0.7], [1.1, -0.1, 0.4], [-0.2, 0.0, -0.3], [-0.2, 0.0, 0.3], [-0.1, 0.3, 0.1], [-1.9, 1.0, -0.4], [-0.1, 0.1, 0.1], [-0.1, 0.1, -0.1], [0.2, 0.0, 0.1], [-0.1, 0.1, 0.1], [0.1, 0.0, 0.1]],
  "lowdin_charge": [-0.61, -0.68, -0.61, -0.02, 0.09, -0.34, -0.35, 0.72, 0.70, 0.77, 0.12, 0.07, 0.14],
  "homo_lumo_gap_ev": [7.92, 7.92],
  "de_lowest_ev": 0.6252,
  "charge": 0
}

{
  "formula": "C5H13N2",
  "method": "the ωB97M-V functional and the def2-TZVPD basis",
  "elements": ["C", "C", "C", "C", "N", "C", "N", "H", "H", "H", "H", "H", "H", "H", "H", "H", "H", "H", "H", "H"],
  "coordinates": [[1.698626, 1.302292, 1.789978], [1.140758, -0.111810, 1.584267], [1.049900, -0.658715, 0.151007], [0.532758, 0.393139, -0.905887], [-0.698563, 0.133128, -1.713222], [-1.822534, -0.286691, -1.220017], [-2.099716, -0.959370, -0.045718], [2.763687, 1.409923, 1.649460], [1.180887, 2.061858, 1.188605], [1.450720, 1.564288, 2.811059], [1.863518, -0.802858, 2.020687], [0.170087, -0.220810, 2.086831], [0.422403, -1.549860, 0.025180], [2.032528, -1.025156, -0.226654], [0.373285, 1.324262, -0.369817], [1.281059, 0.653099, -1.631989], [-0.892925, 0.786331, -2.476212], [-2.758530, -0.330837, -1.729287], [-1.554802, -1.736145, 0.274778], [-2.825797, -0.680161, 0.593510]],
  "forces_ev_per_angstrom": [[-1.1, 0.1, -0.1], [0.5, -0.6, -0.4], [0.0, 0.2, -2.1], [0.5, 0.0, 0.6], [-1.1, 0.2, 1.2], [-1.1, -1.8, 2.0], [1.6, 0.2, -0.5], [0.3, -0.2, -0.2], [0.2, -0.1, 0.0], [0.3, 0.2, 0.3], [-0.3, 0.0, 0.6], [0.3, 0.1, -0.1], [0.2, 0.1, 0.5], [-0.5, 0.5, 0.4], [-0.5, 0.1, 0.0], [0.4, -0.2, -0.3], [0.6, -0.6, -0.2], [-0.3, 1.6, -1.4], [0.7, 0.3, 0.4], [-0.6, 0.0, -0.7]],
  "lowdin_charge": [-0.09, -0.24, -0.17, -0.11, 0.11, -0.09, 0.15, 0.08, 0.06, 0.08, 0.11, 0.11, 0.09, 0.13, 0.10, 0.12, 0.18, 0.15, 0.10, 0.13],
  "homo_lumo_gap_ev": 10.49,
  "de_lowest_ev": 2.3496,
  "charge": 1
}